DFT (ωB97M-V/def2-TZVPD) results for one molecule with the formula C5H11N in a non-equilibrium geometry.

SMILES string = CNC1(C)CC1
HOMO-LUMO gap = 9.95 eV
E_LUMO = 1.13 eV
HOMO level = -8.8 eV
ΔE to the lowest compared entry with this formula, charge and spin = 40.4 kcal/mol

Each line ends with the Löwdin charge.
Atoms and positions in Å:
C -1.053 -0.771 -1.588  -0.112
N 0.294 -0.545 -1.072  -0.060
C 0.329 0.050 0.217  -0.583
C -0.542 -0.561 1.333  -0.055
C 1.574 0.765 0.647  -0.099
C 0.396 1.564 0.197  -0.100
H -1.695 -1.316 -0.929  0.057
H -1.492 0.175 -1.835  0.076
H -0.969 -1.321 -2.513  0.076
H 0.794 -1.411 -1.075  0.104
H -0.493 -1.692 1.231  0.078
H -0.012 -0.275 2.433  0.135
H -1.648 -0.235 1.184  0.094
H 1.864 0.599 1.725  0.113
H 2.385 0.724 -0.063  0.095
H 0.421 2.060 -0.749  0.094
H -0.152 2.190 0.856  0.086

Forces on the atoms, in the same order (eV/Å):
0.97 0.20 -0.43
-0.15 -0.15 -0.38
-0.90 0.96 0.92
0.53 -0.07 1.45
0.72 -0.86 0.67
-0.09 -0.06 0.16
-0.57 -0.40 0.57
-0.41 0.59 0.00
0.00 -0.24 -0.32
0.35 -0.48 0.07
-0.14 1.22 0.31
-2.05 -0.67 -2.95
1.92 -0.51 0.83
-0.39 0.67 -1.34
0.25 -0.02 0.08
0.45 -0.18 -0.66
-0.50 -0.02 1.03